93
Properties=species:S:1:pos:R:3:forces:R:3 method="wB97M-V/def2-TZVPD" orbital_gap_ev=7.403 total_charge=+1 e_homo_ev=-10.5 molar_mass_g_mol=765.484 largest_force_ha_per_bohr=0.029
Ga 0.100 -0.003 -0.276 -1.20 -0.09 0.63
C -0.338 -4.077 -1.503 -0.05 0.10 -0.01
C -0.653 -4.826 -0.370 0.08 0.28 0.04
C -0.765 -4.177 0.836 -0.09 0.19 -0.08
C -0.551 -2.784 0.918 0.02 -0.45 -0.91
N -0.330 -2.070 -0.209 -0.01 0.11 0.35
C -0.208 -2.714 -1.371 -0.10 -0.32 -0.37
N -0.482 -2.246 2.153 0.14 0.35 1.10
C -0.354 -0.996 2.431 -0.24 -0.63 -0.22
N -0.446 0.086 1.590 0.12 -0.01 -0.59
C -0.280 1.236 2.328 -0.29 0.64 -0.33
N -0.317 2.452 1.919 0.02 -0.34 1.19
C -0.297 2.860 0.633 0.09 0.41 -0.80
C -0.572 4.220 0.398 -0.02 -0.23 -0.11
C -0.378 4.746 -0.856 0.05 -0.25 0.04
C 0.119 3.918 -1.861 0.01 -0.12 0.04
C 0.334 2.587 -1.579 0.05 0.45 -0.56
N 0.095 2.053 -0.378 -0.10 0.05 0.47
C -0.056 0.880 3.725 0.06 -0.72 0.51
C 0.241 1.649 4.835 -0.05 -0.06 -0.16
C 0.540 0.981 6.016 -0.03 0.05 -0.03
C 0.522 -0.406 6.079 -0.02 -0.17 -0.05
C 0.194 -1.178 4.970 -0.07 0.00 -0.19
C -0.088 -0.518 3.789 0.15 0.84 0.46
H -0.191 -4.548 -2.460 0.00 -0.02 -0.17
H -0.772 -5.898 -0.437 -0.06 -0.04 0.03
H -1.003 -4.704 1.746 0.10 0.00 0.11
H 0.023 -2.084 -2.222 0.05 -0.08 -0.03
H -0.918 4.814 1.229 0.06 0.00 0.05
H -0.575 5.789 -1.050 -0.03 0.11 -0.01
H 0.331 4.302 -2.846 0.06 -0.01 -0.11
H 0.725 1.902 -2.318 -0.02 0.03 -0.17
H 0.250 2.725 4.776 0.04 0.13 -0.03
H 0.800 1.546 6.899 0.00 0.05 0.04
H 0.779 -0.900 7.005 -0.02 -0.01 0.08
H 0.178 -2.255 5.011 0.02 -0.15 0.04
C -2.740 -0.713 -6.108 -0.07 0.14 -0.69
N -2.664 -0.762 -4.678 -0.26 -0.32 0.43
N -1.610 -0.220 -3.993 0.10 0.18 0.23
C -1.850 -0.319 -2.658 -0.33 -0.12 0.13
O -1.052 0.139 -1.774 0.03 0.07 -0.51
C -3.111 -0.930 -2.525 0.11 -0.02 0.02
C -3.588 -1.180 -3.795 0.35 0.18 0.16
C -4.876 -1.762 -4.240 -0.01 -0.02 -0.07
C -0.440 0.200 -4.682 0.50 -0.01 -0.22
C 0.582 -0.718 -4.865 -0.15 0.09 -0.01
C 1.706 -0.354 -5.577 -0.08 0.01 -0.15
C 1.789 0.911 -6.132 0.06 -0.02 0.05
C 0.756 1.820 -5.964 -0.05 0.15 -0.02
C -0.369 1.472 -5.236 -0.01 -0.10 0.24
H -1.734 -0.604 -6.516 -0.17 -0.09 0.01
H -3.344 0.135 -6.440 0.04 -0.04 -0.01
H -3.176 -1.636 -6.490 0.03 0.03 0.09
H -3.586 -1.148 -1.591 -0.16 -0.04 0.14
H -5.528 -1.911 -3.385 -0.04 0.00 0.02
H -4.721 -2.724 -4.729 -0.02 -0.03 -0.03
H -5.366 -1.094 -4.948 -0.09 -0.03 -0.01
H 0.489 -1.715 -4.462 -0.01 -0.11 0.12
H 2.507 -1.061 -5.714 0.13 -0.09 0.01
H 2.667 1.192 -6.691 0.07 0.05 -0.08
H 0.827 2.801 -6.412 -0.02 0.04 0.02
H -1.186 2.167 -5.089 -0.02 0.04 -0.01
C 4.503 0.611 1.141 0.00 0.00 -0.13
C 4.097 1.832 0.325 0.47 0.46 0.89
C 5.342 2.636 -0.048 -0.35 -0.23 -0.07
C 3.124 2.684 1.140 0.09 -0.30 -0.29
O 3.448 1.495 -0.918 -0.21 -0.19 -0.42
P 2.848 0.107 -1.356 0.18 -0.21 0.65
O 2.173 0.207 -2.660 0.01 0.00 -0.27
O 1.859 -0.370 -0.227 1.41 0.01 -0.52
O 4.115 -0.846 -1.264 -0.37 0.61 0.07
C 4.316 -2.130 -1.866 0.30 -0.88 -0.37
C 3.000 -2.874 -2.031 0.17 0.22 0.17
C 5.241 -2.895 -0.916 -0.24 0.31 -0.18
C 4.987 -1.929 -3.225 -0.13 0.14 0.33
H 4.922 0.936 2.092 0.00 0.07 0.01
H 5.249 0.030 0.606 0.06 -0.05 0.10
H 3.638 -0.019 1.336 0.02 -0.09 0.12
H 5.908 2.872 0.849 0.06 0.07 0.07
H 5.066 3.556 -0.554 -0.02 0.14 -0.06
H 5.966 2.048 -0.717 0.12 -0.06 -0.04
H 3.594 2.991 2.071 0.06 0.08 0.09
H 2.240 2.096 1.384 -0.04 0.01 0.05
H 2.826 3.570 0.583 -0.07 0.08 -0.06
H 2.509 -2.960 -1.064 -0.10 -0.08 0.07
H 3.181 -3.870 -2.430 0.00 -0.06 -0.04
H 2.363 -2.313 -2.708 -0.18 -0.05 -0.16
H 4.720 -3.130 0.008 -0.04 -0.01 0.14
H 6.113 -2.290 -0.684 0.11 0.03 0.02
H 5.569 -3.821 -1.379 0.03 -0.11 -0.06
H 4.390 -1.252 -3.832 -0.08 0.02 -0.10
H 5.083 -2.887 -3.730 0.05 -0.05 -0.07
H 5.974 -1.494 -3.094 0.11 0.03 -0.03

=====

95
Properties=species:S:1:pos:R:3:forces:R:3 method="wB97M-V/def2-TZVPD" orbital_gap_ev="5.742 / 6.087" total_charge=0 e_homo_ev="-7.4 / -7.5" multiplicity=2 molar_mass_g_mol=933.122 largest_force_ha_per_bohr=0.045
Re 0.317 0.659 0.914 -0.36 1.26 -0.22
C -1.925 3.398 -4.632 -0.07 -0.22 -0.04
O -0.695 3.933 -5.096 0.27 0.25 -0.18
C 0.042 4.659 -4.231 0.16 0.01 -0.09
C 1.239 5.187 -4.725 -0.07 -0.16 -0.15
C 2.084 5.903 -3.905 -0.01 0.01 0.37
C 1.768 6.081 -2.555 -0.75 -0.45 -0.37
C 0.541 5.604 -2.082 0.03 0.35 -0.28
C -0.318 4.907 -2.908 -0.22 -0.04 0.12
N 2.675 6.791 -1.750 0.03 0.62 0.05
N 2.776 6.593 -0.528 1.12 0.69 0.00
C 2.261 5.487 0.134 -0.70 -0.91 0.76
C 1.725 5.661 1.402 0.35 0.41 -0.87
C 1.064 4.643 2.079 -0.45 -1.03 0.12
C 0.937 3.377 1.514 0.73 1.29 -0.37
O 0.305 2.372 2.061 -0.76 -2.19 -0.16
C 1.594 3.160 0.268 0.10 0.21 0.10
N 1.517 1.887 -0.207 0.39 -0.13 -0.55
C 2.130 1.572 -1.336 -0.19 -0.01 0.24
C 2.914 2.495 -2.024 0.13 0.32 -0.09
C 3.013 3.786 -1.562 0.08 -0.43 -0.01
C 2.294 4.169 -0.414 0.12 -0.14 0.43
H -2.338 2.848 -5.474 -0.03 0.04 -0.07
H -2.617 4.197 -4.352 0.00 0.01 0.02
H -1.782 2.726 -3.782 0.01 0.38 -0.58
H 1.484 5.012 -5.764 0.01 0.01 -0.01
H 3.020 6.298 -4.279 -0.01 0.06 -0.02
H 0.253 5.795 -1.057 -0.10 -0.03 -0.09
H -1.249 4.536 -2.504 0.03 -0.05 -0.03
H 1.773 6.654 1.831 0.00 0.01 0.00
H 0.615 4.825 3.046 0.01 0.00 0.03
H 1.997 0.558 -1.679 0.01 0.01 -0.01
H 3.432 2.183 -2.919 0.03 -0.01 0.00
H 3.656 4.495 -2.062 -0.02 -0.02 -0.01
C -2.437 -0.563 -2.757 -0.08 0.05 0.16
C -2.676 -0.011 -1.351 0.39 0.43 -0.10
C -4.152 0.270 -1.108 0.17 -0.07 0.04
O -2.227 -0.928 -0.372 -0.11 -0.05 -0.14
C -1.914 1.355 -1.242 -0.51 -0.61 -0.30
O -2.102 2.192 -2.106 -0.04 -0.19 1.08
O -1.144 1.538 -0.212 0.89 -0.63 0.90
H -3.084 -1.425 -2.929 0.04 -0.03 0.01
H -1.395 -0.872 -2.867 0.01 0.00 -0.05
H -2.655 0.209 -3.492 -0.01 -0.05 -0.08
H -4.735 -0.628 -1.316 -0.01 0.00 0.03
H -4.475 1.074 -1.767 -0.08 -0.01 0.00
H -4.310 0.567 -0.072 -0.03 0.03 0.02
H -1.298 -1.136 -0.587 0.02 0.00 0.11
O 3.576 0.418 3.153 -0.27 -0.14 -0.12
N 2.525 0.838 2.790 0.97 0.93 0.97
O 1.905 0.042 1.943 -1.16 -0.68 -1.13
C 2.640 -2.722 0.584 -0.23 0.22 -0.20
Si 1.486 -2.183 -0.809 0.52 -1.06 -0.55
C 0.382 -3.644 -1.344 0.29 0.26 0.14
C 2.534 -1.769 -2.341 -0.16 0.06 0.35
O 0.513 -0.963 -0.370 -0.41 1.19 1.12
H 3.131 -3.671 0.359 -0.05 -0.04 -0.10
H 2.100 -2.834 1.527 -0.03 -0.01 0.03
H 3.417 -1.975 0.756 0.00 0.02 0.02
H 0.847 -4.159 -2.186 0.00 -0.04 -0.02
H -0.614 -3.330 -1.662 -0.03 0.05 -0.01
H 0.259 -4.379 -0.547 -0.04 -0.02 0.04
H 2.883 -2.699 -2.793 0.02 -0.04 0.00
H 3.418 -1.172 -2.107 0.01 0.03 0.02
H 1.952 -1.237 -3.098 -0.03 -0.02 -0.03
O -0.878 -0.433 2.355 0.36 0.39 0.00
S -1.843 -1.586 2.537 0.13 -0.51 0.36
C -1.112 -3.018 1.682 -0.17 0.19 0.04
C -2.126 -4.068 1.335 -0.18 -0.09 0.03
C -3.343 -3.721 0.749 0.04 0.02 0.08
C -4.240 -4.705 0.369 -0.02 0.00 -0.02
C -3.933 -6.045 0.560 -0.03 -0.01 -0.02
C -2.724 -6.397 1.138 0.02 -0.02 0.03
C -1.829 -5.413 1.530 0.04 0.03 0.05
C -1.562 -2.088 4.322 -0.03 0.14 -0.51
C -0.190 -2.568 4.650 0.17 -0.09 -0.18
C 0.097 -3.934 4.640 -0.13 0.03 0.05
C 1.392 -4.389 4.825 0.02 -0.06 -0.03
C 2.417 -3.482 5.049 -0.01 0.01 0.01
C 2.134 -2.127 5.114 0.04 0.02 -0.07
C 0.842 -1.668 4.902 -0.05 0.03 0.00
H -0.301 -3.412 2.288 0.14 -0.01 0.04
H -0.684 -2.585 0.782 -0.01 0.14 0.02
H -3.568 -2.675 0.587 -0.03 -0.04 -0.08
H -5.179 -4.424 -0.090 -0.01 0.00 0.01
H -4.635 -6.811 0.258 0.00 -0.01 -0.01
H -2.471 -7.439 1.286 -0.02 -0.01 0.00
H -0.883 -5.695 1.977 0.03 0.02 0.01
H -2.319 -2.850 4.511 -0.09 0.04 -0.02
H -1.810 -1.174 4.860 -0.14 0.01 -0.02
H -0.708 -4.646 4.493 0.00 0.00 -0.08
H 1.603 -5.449 4.783 -0.01 -0.01 0.04
H 3.434 -3.829 5.172 0.00 -0.01 0.05
H 2.929 -1.422 5.306 0.05 0.10 -0.02
H 0.635 -0.606 4.930 -0.01 0.02 -0.05

=====

94
Properties=species:S:1:pos:R:3:forces:R:3 method="wB97M-V/def2-TZVPD" orbital_gap_ev="4.981 / 6.430" total_charge=0 e_homo_ev="-5.6 / -7.2" multiplicity=3 molar_mass_g_mol=886.674 largest_force_ha_per_bohr=0.010
Ti 0.043 -0.459 0.113 -0.42 0.01 0.30
O -0.374 -1.013 -5.583 0.00 -0.01 0.02
C -1.419 -0.336 -5.015 0.01 0.00 0.00
C -2.465 0.024 -5.857 -0.01 0.00 -0.01
C -3.540 0.733 -5.350 -0.03 0.02 0.00
C -3.579 1.094 -4.007 0.01 0.03 0.00
C -2.547 0.708 -3.169 0.03 0.04 0.00
C -1.470 -0.027 -3.659 0.00 0.02 -0.01
C -0.401 -0.484 -2.692 -0.02 0.12 -0.07
O -0.926 -0.742 -1.444 0.30 -0.06 0.27
N 0.642 0.570 -2.653 -0.01 0.02 -0.08
N 1.298 0.569 -1.406 0.23 0.06 0.01
C 2.371 1.255 -1.351 -0.18 -0.04 -0.04
C 3.155 1.416 -0.135 0.10 0.05 -0.05
Br 2.323 0.950 1.498 0.02 -0.12 0.03
C 4.393 1.919 -0.110 -0.01 0.00 0.01
C 5.191 2.281 -1.293 -0.03 0.01 0.03
C 5.935 3.463 -1.272 0.02 -0.02 -0.01
C 6.684 3.839 -2.374 -0.01 -0.01 0.00
C 6.716 3.031 -3.504 0.01 0.02 0.00
C 6.002 1.842 -3.523 -0.02 -0.02 0.01
C 5.245 1.466 -2.423 0.04 -0.01 -0.05
H 0.375 -1.020 -4.977 0.01 0.01 0.00
H -2.410 -0.248 -6.903 0.01 0.00 0.02
H -4.349 1.015 -6.012 0.01 0.00 0.02
H -4.415 1.660 -3.615 0.02 -0.01 -0.01
H -2.572 0.945 -2.110 0.00 0.00 0.00
H 0.083 -1.400 -3.051 0.03 -0.08 -0.03
H 0.202 1.478 -2.772 -0.04 0.05 0.06
H 2.738 1.764 -2.240 -0.06 -0.01 0.01
H 4.857 2.086 0.856 -0.02 0.01 -0.02
H 5.912 4.092 -0.390 0.00 -0.01 -0.01
H 7.248 4.763 -2.350 -0.01 -0.02 0.00
H 7.304 3.324 -4.363 0.00 -0.01 0.01
H 6.039 1.199 -4.393 0.01 0.01 0.00
H 4.716 0.520 -2.429 0.05 0.03 0.00
N -0.572 -3.629 2.913 0.00 0.04 0.07
C -1.965 -3.736 3.066 0.06 -0.06 -0.03
C -2.580 -4.970 3.238 -0.02 -0.02 -0.02
C -3.957 -5.039 3.386 0.02 0.00 0.00
C -4.728 -3.885 3.336 0.00 0.01 0.01
C -4.114 -2.656 3.141 -0.02 0.03 -0.02
C -2.733 -2.578 3.027 -0.06 0.05 0.00
S -1.878 -1.054 2.865 -0.01 0.06 0.03
N -0.643 -1.537 1.785 0.05 0.14 -0.24
C -0.036 -2.708 2.024 -0.09 -0.09 -0.09
C 1.118 -3.010 1.273 -0.01 -0.04 0.00
C 1.880 -4.196 1.391 0.02 -0.02 0.00
C 2.981 -4.379 0.610 0.00 -0.01 0.00
C 3.343 -3.378 -0.321 0.02 -0.01 -0.01
C 2.557 -2.262 -0.406 -0.01 -0.02 0.00
N 1.463 -2.051 0.348 0.00 0.10 -0.06
H -0.102 -4.519 2.914 0.02 0.00 0.02
H -1.980 -5.874 3.249 -0.01 0.02 0.00
H -4.429 -6.003 3.527 0.00 0.01 0.00
H -5.804 -3.942 3.440 0.02 0.00 0.00
H -4.701 -1.746 3.082 0.01 -0.03 0.00
H 1.607 -4.960 2.107 0.01 0.00 -0.01
H 3.570 -5.283 0.702 0.00 0.01 -0.01
H 4.205 -3.484 -0.962 0.00 0.00 0.01
H 2.791 -1.484 -1.122 0.00 0.02 -0.01
O -0.849 -3.856 -0.923 -0.06 -0.01 0.07
C -1.976 -3.760 -1.391 0.05 0.02 -0.08
C -3.206 -3.586 -0.528 0.02 -0.01 -0.08
C -3.919 -2.241 -0.721 -0.03 -0.01 0.03
C -4.852 -2.194 -1.928 0.00 -0.06 0.01
C -4.176 -2.390 -3.281 0.12 0.04 -0.02
C -3.453 -3.725 -3.427 0.00 0.01 0.01
N -2.175 -3.799 -2.734 -0.05 0.07 0.02
H -2.863 -3.689 0.497 0.02 0.00 0.11
H -3.907 -4.406 -0.723 0.01 -0.01 -0.01
H -3.177 -1.441 -0.781 0.02 0.01 0.00
H -4.511 -2.052 0.178 0.01 0.02 0.01
H -5.378 -1.236 -1.935 0.00 0.02 0.01
H -5.621 -2.967 -1.802 0.00 0.01 -0.02
H -3.456 -1.585 -3.466 -0.15 -0.17 0.02
H -4.934 -2.322 -4.067 0.00 -0.02 0.00
H -3.236 -3.907 -4.479 0.00 0.01 -0.02
H -4.101 -4.544 -3.097 -0.02 -0.01 0.00
H -1.332 -3.878 -3.279 0.02 -0.02 -0.01
C -3.164 2.357 3.252 -0.01 0.00 0.01
Si -1.492 2.807 2.528 0.06 0.00 -0.09
C -1.504 4.659 2.249 0.04 0.08 0.01
C -0.144 2.405 3.769 0.00 0.03 0.06
Se -1.091 1.887 0.508 -0.06 -0.12 -0.08
H -3.454 3.111 3.991 0.01 -0.03 -0.02
H -3.149 1.387 3.747 -0.01 -0.04 0.00
H -3.928 2.329 2.472 0.02 0.01 0.01
H -1.676 5.191 3.189 0.00 0.01 -0.03
H -2.293 4.936 1.547 0.01 0.00 0.01
H -0.552 4.991 1.830 -0.02 0.00 0.01
H -0.341 2.903 4.724 0.00 -0.03 -0.03
H 0.827 2.748 3.403 -0.04 0.00 0.02
H -0.086 1.332 3.957 0.02 -0.06 0.01